129
Properties=species:S:1:pos:R:3:lowdin_charge:R:1 method="wB97M-V/def2-TZVPD" total_energy_ev=-129052.494 e_homo_ev=-11.75 charge=+1 gap_ev=8.8
Cl 2.272 1.011 -2.180 0.685
Cl 0.328 -0.068 1.697 0.699
S 6.579 0.641 2.237 0.807
S 2.134 1.888 3.842 0.670
O -7.421 4.778 0.854 0.014
O -1.332 -7.853 2.138 0.117
O 6.634 0.084 -4.725 0.035
O -3.821 4.804 -2.987 0.128
O -6.597 3.572 2.591 0.119
O -5.263 3.057 -3.060 -0.007
O 7.227 2.229 -4.271 0.116
O -0.701 -5.753 2.717 -0.015
O 4.338 4.928 -4.983 0.126
O -6.152 -11.496 2.853 0.033
O -5.556 -9.340 3.248 0.116
O -8.386 4.957 2.789 0.036
O 8.736 0.543 -4.442 0.005
O -4.047 -11.027 3.089 0.006
O 4.297 5.335 -2.751 0.001
O -3.557 2.936 -1.721 0.027
O 1.178 2.909 3.360 -0.312
O 1.410 0.835 4.578 -0.350
O 3.268 6.712 -4.076 0.034
O -0.358 -6.415 0.678 0.028
N 3.825 -0.115 2.587 -0.102
N 5.095 1.825 -0.207 0.029
C 3.284 1.271 2.533 -0.265
C -5.282 -10.504 3.087 -0.594
C -7.529 -11.105 2.778 -0.215
C -7.462 5.430 4.986 -0.068
C 2.871 1.375 0.980 -0.349
C 4.964 1.108 -6.164 -0.053
C 4.007 5.596 -4.036 -0.590
C -1.867 -7.425 -0.938 -0.061
C 2.834 7.120 -5.380 -0.211
C 2.616 2.886 0.552 -0.050
C -6.061 3.803 -3.980 -0.039
C 4.976 -0.067 1.596 -0.467
C 5.259 0.479 -4.817 -0.220
C 1.202 0.445 -0.843 -0.598
C -8.480 4.642 4.184 -0.214
C -7.393 4.350 2.126 -0.591
C 4.033 -0.820 3.901 -0.099
C 2.416 -3.093 3.683 0.132
C -3.009 -10.059 3.249 -0.051
C 3.215 2.751 5.097 -0.115
C -2.748 4.489 -0.039 -0.064
C -6.359 4.268 0.051 -0.033
C 7.502 1.069 -4.454 -0.590
C 4.252 0.747 0.368 -0.283
C 3.134 -2.117 3.879 -0.068
C 5.018 4.118 -2.558 -0.058
C -0.464 -7.396 -0.364 -0.210
C 1.634 6.309 -5.829 -0.066
C 9.774 1.504 -4.244 -0.040
C -4.173 3.709 -2.631 -0.607
C -1.255 -5.988 4.014 -0.037
C 1.536 0.643 0.513 -0.518
C -0.839 -6.787 1.871 -0.582
C -7.848 -10.504 1.423 -0.068
C -0.128 -0.337 -1.298 -0.119
C -2.380 3.500 -1.126 -0.211
H 2.553 8.172 -5.302 0.124
H 9.589 2.110 -3.356 0.093
H 4.123 2.050 2.573 0.139
H -5.414 4.715 0.359 0.076
H -1.920 -8.100 -1.794 0.084
H -6.556 4.549 -0.983 0.088
H -8.916 -10.298 1.334 0.080
H 5.512 2.044 -6.289 0.080
H 4.664 -0.430 -4.702 0.120
H -7.303 -9.569 1.270 0.074
H -1.855 4.843 0.480 0.081
H -6.552 4.629 -3.462 0.093
H 3.426 3.804 4.731 0.090
H 3.196 -0.786 2.088 0.164
H 9.869 2.136 -5.128 0.103
H 3.653 7.057 -6.100 0.125
H 5.964 1.447 -0.598 0.096
H 5.278 0.445 -6.973 0.085
H -8.376 3.567 4.347 0.124
H -7.548 -11.183 0.622 0.082
H 5.103 -1.209 3.940 0.133
H -6.827 3.136 -4.375 0.097
H -5.463 4.175 -4.813 0.099
H -3.270 5.353 -0.454 0.079
H 4.209 2.185 5.108 0.062
H 6.363 1.209 3.480 -0.106
H -6.443 5.140 4.722 0.074
H -0.156 -8.380 -0.004 0.126
H -0.960 -5.160 4.658 0.090
H 4.367 3.265 -2.762 0.065
H 2.808 3.083 -0.543 0.065
H -3.421 4.028 0.687 0.076
H 4.163 -0.002 -0.471 0.133
H 10.707 0.960 -4.103 0.096
H -1.036 0.337 -1.286 0.081
H -1.820 2.672 -0.685 0.106
H 0.841 6.348 -5.077 0.081
H 0.242 -7.103 -1.143 0.122
H 1.678 -3.790 3.187 0.080
H -6.306 3.179 0.107 0.109
H -7.601 5.264 6.056 0.080
H -0.036 -0.733 -2.365 0.085
H -0.873 -6.914 4.446 0.099
H 5.910 4.081 -3.185 0.085
H 4.990 1.147 -3.993 0.094
H -2.174 -6.425 -1.254 0.083
H -7.553 6.499 4.777 0.082
H 1.580 3.240 0.828 0.101
H 1.245 6.686 -6.776 0.082
H 3.340 3.572 1.119 0.104
H -2.591 -7.759 -0.192 0.075
H 3.837 -0.197 4.818 0.126
H 3.898 1.318 -6.268 0.083
H 2.691 2.727 6.099 0.099
H -0.335 -1.240 -0.652 0.063
H 5.329 4.076 -1.515 0.073
H -2.344 -6.013 3.954 0.105
H -7.783 -10.422 3.592 0.124
H 1.896 5.257 -5.959 0.073
H -2.070 -10.594 3.387 0.097
H 5.309 2.543 0.491 0.066
H -2.931 -9.447 2.352 0.072
H -3.182 -9.434 4.127 0.097
H -9.487 4.920 4.501 0.124
H 5.247 -1.110 1.260 0.137
H -1.739 3.953 -1.886 0.125
H -8.119 -12.012 2.922 0.123